Below is 15 unconnected molecules or ions with the total composition C86H194N8O15 at a distorted geometry, with properties calculated with ωB97M-V/def2-TZVPD.

Positions of all 303 atoms, in Å:
C (-3.094, -6.706, -4.644)
C (-3.436, -5.938, -3.374)
C (-2.281, -6.317, -2.313)
C (-2.208, -5.414, -1.075)
C (-2.165, -3.929, -1.477)
C (-3.246, -3.485, -2.529)
N (-3.337, -4.467, -3.609)
O (-4.064, -3.993, -4.645)
C (-4.554, -3.374, -1.760)
C (-2.826, -2.038, -2.985)
C (-4.765, -6.345, -2.797)
H (-3.756, -6.398, -5.454)
H (-3.238, -7.766, -4.436)
H (-2.027, -6.707, -4.866)
H (-2.312, -7.370, -2.032)
H (-1.280, -6.209, -2.730)
H (-1.328, -5.779, -0.546)
H (-2.998, -5.517, -0.331)
H (-1.171, -3.789, -1.902)
H (-2.174, -3.273, -0.607)
H (-5.464, -3.538, -2.337)
H (-4.730, -4.038, -0.915)
H (-4.718, -2.385, -1.332)
H (-2.865, -1.290, -2.193)
H (-1.825, -1.842, -3.370)
H (-3.437, -1.724, -3.832)
H (-5.524, -5.887, -3.432)
H (-4.975, -5.917, -1.816)
H (-4.991, -7.411, -2.797)
H (-3.501, -3.955, -5.421)
C (5.218, 5.491, -0.204)
C (4.336, 5.194, 1.063)
C (5.284, 4.369, 2.083)
C (4.747, 4.368, 3.533)
C (4.559, 5.802, 4.031)
C (3.590, 6.612, 3.146)
N (3.891, 6.453, 1.712)
O (3.220, 7.289, 0.824)
C (2.099, 6.144, 3.524)
C (3.822, 8.080, 3.585)
C (3.203, 4.215, 0.735)
H (4.688, 5.682, -1.137)
H (5.908, 4.657, -0.334)
H (5.817, 6.396, -0.106)
H (5.308, 3.287, 1.950)
H (6.316, 4.721, 2.072)
H (5.515, 3.847, 4.105)
H (3.900, 3.693, 3.649)
H (5.543, 6.267, 3.973)
H (4.271, 5.789, 5.082)
H (1.979, 5.088, 3.284)
H (1.929, 6.356, 4.580)
H (1.391, 6.784, 2.997)
H (3.526, 8.221, 4.624)
H (4.881, 8.294, 3.437)
H (3.298, 8.840, 3.005)
H (2.776, 4.397, -0.251)
H (2.409, 4.154, 1.480)
H (3.524, 3.177, 0.660)
H (2.305, 7.001, 0.861)
C (-1.086, 0.552, -5.144)
C (-1.527, 1.897, -5.821)
C (-3.080, 1.780, -6.001)
C (-3.788, 3.022, -6.259)
C (-3.435, 4.036, -5.169)
C (-1.911, 4.294, -5.015)
N (-1.159, 3.016, -4.940)
O (0.229, 3.189, -4.742)
C (-1.490, 5.187, -6.223)
C (-1.735, 5.092, -3.682)
C (-0.770, 1.993, -7.187)
H (-1.501, 0.483, -4.138)
H (0.003, 0.515, -5.112)
H (-1.298, -0.337, -5.738)
H (-3.346, 1.185, -6.875)
H (-3.594, 1.347, -5.144)
H (-4.867, 2.892, -6.184)
H (-3.616, 3.527, -7.210)
H (-3.944, 3.769, -4.243)
H (-3.795, 5.046, -5.364)
H (-0.418, 5.285, -6.049)
H (-1.603, 4.662, -7.172)
H (-1.943, 6.177, -6.283)
H (-2.135, 4.603, -2.794)
H (-0.677, 5.212, -3.449)
H (-2.226, 6.065, -3.686)
H (0.310, 2.074, -7.071)
H (-1.033, 2.762, -7.914)
H (-1.009, 1.138, -7.819)
H (0.569, 3.604, -5.538)
C (5.944, -2.468, 1.319)
C (5.459, -1.425, 2.344)
C (4.309, -0.638, 1.584)
C (3.483, 0.140, 2.649)
C (2.880, -0.776, 3.694)
C (3.901, -1.610, 4.479)
N (4.859, -2.226, 3.499)
O (5.801, -3.043, 4.056)
C (4.629, -0.744, 5.595)
C (3.093, -2.800, 5.118)
C (6.661, -0.505, 2.736)
H (6.676, -3.108, 1.812)
H (6.405, -1.994, 0.452)
H (5.101, -3.089, 1.016)
H (4.716, 0.231, 1.066)
H (3.634, -1.240, 0.977)
H (2.780, 0.812, 2.157)
H (4.139, 0.777, 3.242)
H (2.159, -1.370, 3.133)
H (2.149, -0.273, 4.328)
H (5.231, -1.350, 6.273)
H (5.197, 0.044, 5.100)
H (3.881, -0.247, 6.212)
H (2.495, -3.323, 4.371)
H (3.821, -3.445, 5.609)
H (2.433, -2.563, 5.952)
H (6.756, 0.256, 1.961)
H (7.592, -1.071, 2.757)
H (6.523, 0.096, 3.635)
H (6.275, -2.456, 4.651)
C (-3.995, 3.969, 6.822)
C (-3.249, 2.702, 6.246)
C (-3.862, 2.473, 4.821)
C (-3.114, 1.367, 4.012)
C (-1.619, 1.800, 3.921)
C (-0.985, 2.082, 5.336)
N (-1.822, 2.983, 6.115)
O (-1.253, 3.294, 7.343)
C (-0.634, 0.651, 5.945)
C (0.351, 2.791, 5.025)
C (-3.560, 1.470, 7.155)
H (-3.798, 4.888, 6.269)
H (-3.877, 4.117, 7.895)
H (-5.078, 3.880, 6.743)
H (-4.913, 2.218, 4.960)
H (-3.894, 3.433, 4.304)
H (-3.553, 1.346, 3.015)
H (-3.198, 0.362, 4.426)
H (-1.568, 2.689, 3.292)
H (-1.074, 0.977, 3.459)
H (-0.638, 0.783, 7.027)
H (-1.445, -0.076, 5.891)
H (0.305, 0.191, 5.640)
H (0.913, 2.222, 4.284)
H (0.254, 3.765, 4.547)
H (0.922, 2.996, 5.931)
H (-4.595, 1.509, 7.495)
H (-2.968, 1.541, 8.068)
H (-3.581, 0.470, 6.723)
H (-1.115, 4.244, 7.325)
C (5.324, 2.796, -3.735)
C (5.938, 1.527, -3.156)
C (4.942, 0.379, -3.459)
C (5.570, -1.006, -3.259)
C (6.840, -1.130, -4.084)
C (7.899, -0.058, -3.783)
N (7.231, 1.247, -3.883)
O (8.108, 2.292, -3.916)
C (8.593, -0.305, -2.373)
C (9.010, -0.205, -4.859)
C (6.070, 1.738, -1.597)
H (4.256, 2.791, -3.520)
H (5.339, 2.673, -4.818)
H (5.780, 3.707, -3.348)
H (4.043, 0.567, -2.872)
H (4.602, 0.484, -4.489)
H (4.892, -1.800, -3.573)
H (5.778, -1.079, -2.192)
H (6.522, -1.001, -5.119)
H (7.188, -2.163, -4.065)
H (9.353, 0.428, -2.103)
H (7.893, -0.126, -1.558)
H (9.044, -1.282, -2.201)
H (9.448, -1.202, -4.917)
H (8.781, 0.154, -5.863)
H (9.816, 0.478, -4.592)
H (6.107, 0.873, -0.934)
H (5.190, 2.235, -1.188)
H (6.910, 2.388, -1.350)
H (7.905, 2.613, -4.797)
C (-8.827, 1.549, 2.016)
C (-7.824, 0.318, 1.981)
C (-8.379, -0.690, 3.061)
C (-9.586, -1.477, 2.551)
C (-9.182, -2.218, 1.290)
C (-8.677, -1.417, 0.151)
N (-7.718, -0.427, 0.680)
O (-7.263, 0.371, -0.320)
C (-7.934, -2.395, -0.769)
C (-9.802, -0.826, -0.685)
C (-6.485, 0.802, 2.480)
H (-8.753, 2.238, 2.857)
H (-9.884, 1.316, 1.890)
H (-8.609, 2.162, 1.141)
H (-7.493, -1.282, 3.289)
H (-8.675, -0.121, 3.942)
H (-10.391, -0.813, 2.238)
H (-10.074, -2.152, 3.255)
H (-10.010, -2.883, 1.043)
H (-8.406, -2.923, 1.588)
H (-7.527, -1.894, -1.647)
H (-7.130, -2.882, -0.217)
H (-8.582, -3.158, -1.201)
H (-9.322, -0.248, -1.475)
H (-10.547, -1.484, -1.134)
H (-10.318, -0.066, -0.098)
H (-6.646, 1.395, 3.380)
H (-6.185, 1.527, 1.723)
H (-5.710, 0.054, 2.649)
H (-6.333, 0.176, -0.183)
C (3.259, -6.482, -2.323)
C (3.914, -5.085, -2.446)
C (5.002, -5.015, -3.555)
C (4.407, -5.121, -4.942)
C (3.368, -3.966, -5.160)
C (2.273, -3.872, -4.072)
N (2.865, -4.035, -2.740)
O (1.883, -4.054, -1.753)
C (1.609, -2.536, -4.206)
C (1.230, -4.927, -4.426)
C (4.580, -4.780, -1.127)
H (2.731, -6.698, -1.395)
H (3.963, -7.294, -2.505)
H (2.490, -6.721, -3.057)
H (5.671, -4.168, -3.401)
H (5.627, -5.903, -3.469)
H (3.944, -6.106, -4.989)
H (5.252, -4.994, -5.618)
H (2.950, -4.267, -6.121)
H (3.872, -3.019, -5.355)
H (0.909, -2.303, -3.404)
H (2.388, -1.778, -4.125)
H (1.060, -2.448, -5.144)
H (1.646, -5.877, -4.762)
H (0.676, -5.134, -3.510)
H (0.482, -4.589, -5.144)
H (3.897, -4.958, -0.297)
H (4.889, -3.736, -1.189)
H (5.506, -5.348, -1.028)
H (1.977, -3.153, -1.436)
C (-4.110, 1.766, -1.221)
C (-3.368, 2.474, -0.122)
O (-2.199, 1.721, 0.020)
H (-3.588, 1.746, -2.178)
H (-4.940, 2.418, -1.493)
H (-4.532, 0.792, -0.971)
H (-4.045, 2.588, 0.725)
H (-3.094, 3.486, -0.420)
H (-1.659, 1.914, -0.750)
C (-4.986, -2.821, 1.950)
C (-3.736, -3.555, 2.418)
O (-2.931, -2.498, 3.003)
H (-4.735, -2.074, 1.197)
H (-5.299, -2.180, 2.774)
H (-5.773, -3.513, 1.649)
H (-3.172, -4.050, 1.628)
H (-3.922, -4.274, 3.216)
H (-2.562, -2.003, 2.268)
C (-2.151, -4.192, 5.636)
C (-2.387, -2.999, 6.483)
O (-3.598, -2.440, 5.899)
H (-1.707, -4.080, 4.647)
H (-3.112, -4.608, 5.331)
H (-1.538, -4.922, 6.165)
H (-1.496, -2.378, 6.394)
H (-2.501, -3.238, 7.540)
H (-3.451, -2.237, 4.972)
C (1.132, -4.659, 1.287)
C (0.490, -4.830, 2.733)
O (1.277, -5.741, 3.419)
H (1.050, -5.616, 0.772)
H (2.132, -4.227, 1.319)
H (0.588, -3.946, 0.667)
H (-0.537, -5.192, 2.698)
H (0.407, -3.851, 3.205)
H (2.199, -5.477, 3.452)
C (-1.430, 5.935, 1.393)
C (-0.366, 5.833, 0.319)
O (0.409, 7.010, 0.564)
H (-1.108, 5.564, 2.365)
H (-2.316, 5.338, 1.177)
H (-1.798, 6.956, 1.497)
H (-0.842, 5.913, -0.659)
H (0.182, 4.896, 0.418)
H (-0.126, 7.775, 0.341)
C (1.874, 2.276, -2.167)
C (0.658, 2.697, -1.370)
O (-0.506, 2.292, -2.083)
H (2.783, 2.215, -1.569)
H (2.008, 3.029, -2.944)
H (1.860, 1.291, -2.634)
H (0.688, 3.786, -1.402)
H (0.701, 2.313, -0.351)
H (-0.466, 2.577, -2.999)
C (-0.159, -0.954, -0.571)
C (-0.312, -0.744, 0.930)
O (-1.732, -0.899, 1.167)
H (0.890, -1.196, -0.744)
H (-0.346, -0.046, -1.144)
H (-0.769, -1.758, -0.982)
H (0.090, 0.201, 1.296)
H (0.269, -1.371, 1.606)
H (-2.126, -0.105, 0.798)

Calculated values
E_LUMO = 0.15 eV
Calculated total energy = -134947.3347 eV
Charge = 0

Löwdin atomic charge list, values in e, 5 entries: C -0.034; C -0.470; C -0.106; C -0.178; C -0.131